1.
The following is a quantum chemistry calculation of a cluster of 9 separate species, C33H73N12O25P in total, from the OMol25 dataset.

CARTESIAN COORDINATES (ANGSTROEM)
P (0.53504, -2.86742, 0.92442)
O (-4.72436, 5.03123, -3.80900)
O (-0.77991, 0.04057, 1.36021)
O (9.19545, -7.07402, -1.61175)
O (5.48117, -9.36401, 3.20430)
O (-2.78151, 1.58924, -5.02147)
O (-3.80862, 4.91537, 5.79446)
O (2.78824, -8.53566, -3.03076)
O (1.55609, -3.99303, 1.42903)
O (8.62664, -8.68121, -0.30207)
O (-8.09991, 9.76711, -1.98540)
O (5.18126, -2.93559, 0.42763)
O (4.26677, -9.95481, -2.37083)
O (-6.16484, 3.44653, -3.61623)
O (1.24965, 0.93584, 2.07481)
O (-9.58484, 8.22678, -1.73354)
O (6.66696, -7.73078, 2.45129)
O (-3.51658, 9.34783, 5.27646)
O (-4.30065, 4.33629, 3.78195)
O (-4.13533, 10.37313, 7.06578)
O (2.35140, 3.39355, -5.32645)
O (-1.63029, -1.09132, 5.12833)
O (-4.15630, 6.61548, -0.63791)
O (0.02845, 2.82661, 1.59137)
O (1.49678, 2.57006, -7.12399)
O (0.73498, -2.92041, -0.65800)
N (-3.30083, 9.85759, 6.35904)
N (-0.93751, -3.08909, 1.37861)
N (3.12816, -9.62849, -2.63222)
N (-1.28651, -0.36218, -2.29656)
N (-4.10778, 5.16663, 4.64837)
N (6.51785, -8.88706, 2.79350)
N (1.74792, 3.48858, -6.37322)
N (8.37240, -7.72663, -1.01173)
N (2.54289, -1.46295, 2.10286)
N (-5.05689, 3.86269, -3.87275)
N (-3.15946, 4.43099, 0.82283)
N (-8.47055, 8.61299, -2.01591)
C (-1.97892, 3.58399, 0.59594)
C (1.27601, 4.84886, -6.75347)
C (-2.01352, 0.49367, -4.49054)
C (1.33344, -1.23413, 1.30958)
C (0.42062, -0.20919, 2.01191)
C (-0.61090, 0.50861, -5.05546)
C (-1.41191, -0.56140, 3.80731)
C (-6.18094, 5.63700, 0.31908)
C (3.97761, -2.21005, 0.19479)
C (4.41391, -5.23566, 0.31450)
C (0.04488, -0.72945, 3.42608)
C (5.22515, -4.12615, -0.31713)
C (-4.14484, 4.19829, -0.23584)
C (2.71770, -6.96683, 0.13590)
C (3.89838, -6.60410, 2.22870)
C (4.63727, -5.57743, 1.65046)
C (3.79180, -1.25629, 1.36536)
C (2.07335, -10.66037, -2.43623)
C (2.93541, -7.28817, 1.47414)
C (-4.24052, 6.60309, 4.27891)
C (-7.46673, 7.59701, -2.43552)
C (-1.89233, 9.83444, 6.84065)
C (0.67875, 2.09230, 2.59482)
C (6.93988, -7.34967, -1.14684)
C (3.46744, -5.92998, -0.44083)
C (4.02533, -1.49373, -1.17444)
C (-2.06733, 0.66805, -2.98574)
C (-0.74681, 0.45856, -0.00018)
C (-1.26111, 3.30920, 1.90436)
C (-4.00881, 2.88927, -4.28781)
C (-4.96108, 5.44251, -0.58689)
C (-1.60911, -0.45256, -0.86948)
C (7.70806, -9.77512, 2.70118)
H (-1.84096, 2.58392, 2.47496)
H (-3.10571, 0.55987, -2.69284)
H (1.11797, -10.22706, -2.70533)
H (-5.01351, 7.03097, 4.90803)
H (3.61435, -0.49293, -1.12813)
H (0.00056, 1.89314, 3.42669)
H (-2.52354, -0.44107, -4.72146)
H (-3.28612, 7.07487, 4.47317)
H (-3.19786, 2.96118, -3.56969)
H (3.91316, -0.21803, 1.04977)
H (-0.16727, 1.49205, -4.93459)
H (0.75705, 4.77758, -7.70131)
H (0.11165, -3.58372, -0.98865)
H (7.42126, -10.76287, 3.04115)
H (1.41828, -4.19914, 2.35831)
H (-2.63869, -0.13431, -0.73069)
H (-4.83390, 3.39054, 0.02514)
H (-7.05140, 5.25875, -0.20482)
H (-5.32344, 5.27089, -1.59629)
H (-6.07016, 5.08565, 1.24789)
H (1.98538, -7.51486, -0.43484)
H (-1.57108, -1.47916, -0.52625)
H (-1.18398, 1.45069, -0.03019)
H (-1.59018, 8.79360, 6.90573)
H (-7.93502, 6.62031, -2.41666)
H (4.60334, -1.45276, 2.06257)
H (-7.14058, 7.85587, -3.43791)
H (6.87230, -6.49635, -1.81071)
H (-1.37663, -2.01523, 5.08560)
H (-6.63720, 7.65081, -1.73594)
H (-1.20494, 4.25537, 2.44729)
H (-2.05440, -1.09383, 3.11619)
H (8.02493, -9.78015, 1.66338)
H (0.36309, -1.75752, 3.55366)
H (5.38367, -5.02912, 2.20283)
H (6.26826, -4.42936, -0.38184)
H (0.26185, 0.58526, -0.38874)
H (-3.91870, 6.75095, -1.55580)
H (-1.03423, -3.91916, 1.95021)
H (2.37515, -8.08352, 1.94417)
H (-1.68937, 0.48235, 3.86255)
H (-2.86122, 1.44627, -5.96736)
H (-4.44799, 1.89924, -4.29361)
H (1.50665, 2.69207, 2.96858)
H (2.15167, 5.48594, -6.82631)
H (-3.66069, 3.17463, -5.27442)
H (-0.00750, -0.25023, -4.57015)
H (-1.31271, 4.07527, -0.10646)
H (2.56028, -0.81430, 2.87592)
H (6.41396, -8.20801, -1.55672)
H (5.04005, -1.49575, -1.55780)
H (-1.70410, 1.66887, -2.72800)
H (-1.29142, 10.36320, 6.10746)
H (1.62976, -0.80168, 0.35138)
H (-3.63694, 3.88598, -1.14765)
H (-4.50214, 6.66438, 3.22860)
H (-3.58358, 4.11064, 1.68492)
H (-0.65443, 0.28604, -6.11920)
H (3.31166, -5.68753, -1.48259)
H (0.61641, 5.19406, -5.96351)
H (3.42599, -2.05332, -1.89101)
H (-6.29995, 6.69900, 0.50393)
H (6.56812, -7.11041, -0.15272)
H (2.09837, -10.95182, -1.39077)
H (4.87891, -3.99653, -1.34493)
H (-1.85574, 10.31888, 7.80841)
H (0.62589, -0.13863, 4.13454)
H (-2.30506, 2.61697, 0.20363)
H (4.08191, -6.88120, 3.25237)
H (8.47912, -9.34439, 3.33227)
H (-0.30222, -0.15419, -2.39131)
H (3.17582, -2.94060, 0.15749)
H (2.32219, -11.50236, -3.07433)

Values from the calculation:
Charge: 0
SMILES string: C[C@H](O)CNCCO[C@](CCO)(OCOCCNC[C@@H](C)O)[C@@H](NC[C@@H](C)OCc1ccccc1)P(=N)(O)O.C[N+](=O)[O-].C[N+](=O)[O-].C[N+](=O)[O-].C[N+](=O)[O-].C[N+](=O)[O-].C[N+](=O)[O-].C[N+](=O)[O-].C[N+](=O)[O-]
2S+1: 1
HOMO energy: -8.84 eV

These are the Löwdin partial charges, in e, on atoms 1 to 5: P 0.5439; O 0.0310; O -0.0533; O 0.0783; O 0.0681


2.
The following is a quantum chemistry calculation of a cluster of 5 separate species, C33H74BN2O19P4S in total, from the OMol25 dataset.

CARTESIAN COORDINATES (ANGSTROEM)
S (-5.82551, -8.30807, 6.48171)
P (0.76533, -6.96090, -4.64557)
P (-0.80654, 8.27539, -2.18394)
P (4.33561, 4.49119, -2.31762)
P (-2.53695, 0.99611, 1.55333)
O (-1.51536, 6.96442, -1.81741)
O (2.15248, -7.84904, -4.80639)
O (0.64003, -6.64929, 1.37009)
O (1.49087, -6.14462, -3.32758)
O (-3.05657, 0.37743, 2.85906)
O (0.52677, -8.35386, 3.01629)
O (5.00618, 5.39234, -1.02598)
O (-4.30115, -4.00296, 7.00984)
O (3.66746, 3.80509, -3.51666)
O (-1.83583, 1.57931, 0.10698)
O (0.05878, 9.65509, -2.70829)
O (0.04569, -7.56929, -5.85635)
O (-0.04641, -7.90580, -3.54868)
O (3.47074, 3.62464, -1.19808)
O (-3.06375, 2.53228, 1.87001)
O (-3.82082, 0.45123, 0.65458)
O (-0.73031, 8.86521, -0.63892)
O (-2.20045, 9.01730, -2.69032)
O (5.72367, 3.59037, -2.35628)
N (-3.18646, -7.25095, 7.20356)
N (-0.31290, -6.57741, 7.26458)
C (-4.35281, 7.95565, -2.78592)
C (-0.43898, 10.99100, -2.71442)
C (-2.68844, -2.74238, 5.22874)
C (-1.78930, -9.45778, -4.11425)
C (-4.24546, -0.90059, 0.79563)
C (5.25194, 4.89781, 0.28731)
C (3.65044, -6.22151, -5.81217)
C (6.53362, 4.09775, 0.40776)
C (3.08530, -7.52366, -2.05514)
C (7.27412, 5.14291, -3.39986)
C (-2.55445, 2.05222, -1.03114)
C (0.12867, 8.21541, 0.28695)
C (-3.09199, 8.31219, -3.55060)
C (-4.29178, -7.78565, 6.77661)
C (1.74416, 2.04317, -1.73590)
C (2.06294, 3.47972, -1.36654)
C (1.58886, 8.41780, -0.07009)
C (-2.39694, -6.68259, 6.06623)
C (-3.03743, 3.48134, -0.89366)
C (1.79693, -6.72526, -2.06330)
C (-1.22855, -5.47093, 7.76106)
C (0.06386, -7.63973, 1.84225)
C (-1.45938, -8.04714, -3.66395)
C (-0.20692, -8.51084, 5.46406)
C (-5.58747, -0.93564, 1.50267)
C (-1.00011, 3.61799, 2.55100)
C (-2.42946, 3.26115, 2.91156)
C (-0.63128, -8.29316, 3.92215)
C (6.61695, 3.77686, -3.44554)
C (-0.36940, 11.67390, -1.36315)
C (-1.98122, -5.15909, 6.38142)
C (-0.88864, -7.28975, 6.28022)
C (2.99560, -7.58517, -5.91976)
B (-3.06910, -3.95959, 6.26794)
H (0.21522, 11.53974, -3.39988)
H (0.67475, 1.91635, -1.91981)
H (4.36033, -6.07018, -6.62840)
H (-3.48636, -1.93224, 5.18811)
H (6.42282, 3.10314, -0.02789)
H (-1.45152, -10.18402, -3.36960)
H (-6.34507, -0.41952, 0.90712)
H (3.88600, -6.98574, -2.56701)
H (-1.43716, 11.06558, -3.14582)
H (-0.96052, 4.14606, 1.59582)
H (7.35982, 4.59714, -0.10272)
H (-3.00806, 4.17626, 3.06063)
H (6.09265, 3.62735, -4.39354)
H (-3.34125, 8.97122, -4.38694)
H (-1.87749, -7.30593, -4.35005)
H (0.93087, -8.32994, 5.55242)
H (2.95813, -8.48713, -2.55214)
H (3.39885, -7.72636, -1.02739)
H (2.23610, 7.98712, 0.69748)
H (-1.10460, -5.00471, 5.64153)
H (2.04379, 1.36706, -0.93029)
H (-0.55540, 4.25129, 3.32209)
H (-3.36453, 1.38466, -1.32476)
H (8.02062, 5.23740, -4.19167)
H (-1.14807, 11.30643, -0.69232)
H (-1.09033, -7.24819, 3.74445)
H (-2.78699, -6.82801, 4.99904)
H (-0.38644, 2.71716, 2.44674)
H (-3.34773, 3.87242, -1.86610)
H (3.76567, -8.36070, -5.92937)
H (-2.86524, -9.57978, -4.25937)
H (7.38231, 3.00033, -3.36878)
H (5.35377, 5.78810, 0.91688)
H (-0.07115, 8.65091, 1.26944)
H (6.53253, 5.93805, -3.52700)
H (-5.03406, 7.37007, -3.40767)
H (1.92473, -5.87961, -1.37956)
H (2.28941, 1.72907, -2.62769)
H (-1.82504, -5.66413, 8.71111)
H (-0.92790, -8.03304, 1.39469)
H (-0.11508, 7.15045, 0.34486)
H (1.82082, 9.48007, -0.17041)
H (0.59607, 11.50072, -0.88281)
H (2.90175, -5.42389, -5.85261)
H (-1.89587, -7.86252, -2.67769)
H (-4.34497, -1.32647, -0.20677)
H (4.17916, -6.11796, -4.86228)
H (-5.91449, -1.96511, 1.66915)
H (-4.12449, 7.38198, -1.88576)
H (-0.51804, 12.75115, -1.47514)
H (0.62165, -6.69878, 7.67834)
H (-2.53568, -3.16866, 4.16213)
H (-2.46670, 2.69420, 3.84616)
H (-2.25261, 4.12525, -0.49103)
H (2.42968, -7.67408, -6.85123)
H (6.79958, 3.96455, 1.45987)
H (-0.50508, -9.52411, 5.88529)
H (-5.00613, -3.98735, 6.31141)
H (-2.61784, 7.41992, -3.96795)
H (-0.64899, -4.52263, 8.01948)
H (-1.83843, 2.02080, -1.85909)
H (-1.42861, -9.05567, 3.63100)
H (1.68005, 4.17469, -2.11865)
H (1.82643, 7.94444, -1.02824)
H (-1.28279, -9.70677, -5.04813)
H (-3.89958, 3.54702, -0.22733)
H (7.76047, 5.30833, -2.43622)
H (1.58449, 3.73117, -0.41538)
H (-4.86886, 8.86242, -2.45882)
H (-5.54387, -0.42495, 2.46642)
H (-3.50112, -1.49640, 1.33132)
H (4.40241, 4.35035, 0.69609)
H (-1.64861, -2.33665, 5.53144)
H (0.96852, -7.30428, -1.65483)

Values from the calculation:
Charge: +1
2S+1: 1
HOMO energy: -10.89 eV

These are the Löwdin partial charges, in e, on atoms 1 to 5: S 0.7561; P 0.7417; P 0.7409; P 0.7387; P 0.7388


3.
The following is a quantum chemistry calculation of a cluster of 9 separate species, C33H76BF2IN10O12P in total, from the OMol25 dataset.

CARTESIAN COORDINATES (ANGSTROEM)
I (-2.53244, -4.21135, 0.69676)
P (-0.46591, -4.14835, 2.11916)
F (2.30614, -5.98310, 1.73588)
F (-0.05465, -4.32797, -1.65374)
O (-6.46586, -4.10340, 3.82346)
O (-8.41937, -5.35741, 0.49989)
O (-3.01727, -4.31078, 3.50938)
O (-0.05894, -6.29676, -0.50927)
O (2.60081, 0.07981, 3.10260)
O (8.45478, 4.64965, -0.12979)
O (-0.31502, 0.66138, -8.57576)
O (2.98484, -4.02543, 0.79698)
O (-0.60324, 5.07009, -5.73257)
O (0.35505, 4.89011, -1.24274)
O (6.66638, 4.66884, 3.87160)
O (-0.53475, -5.86923, 2.40768)
N (-1.85460, -0.56085, -7.39330)
N (-9.29101, -3.43295, -0.38737)
N (5.13608, 3.98837, 2.30244)
N (10.36158, 3.37679, -0.18383)
N (0.64099, -4.30659, 0.71832)
N (1.21707, 4.35542, -6.93237)
N (-6.55096, -6.20083, 2.89558)
N (3.89058, 0.05342, 5.00081)
N (-1.58086, 3.25560, 1.61582)
N (-1.59335, 5.79282, -2.05558)
C (-0.73216, -1.56879, 0.61696)
C (-0.29948, -2.24303, 2.00896)
C (5.12389, -0.13861, 4.26275)
C (0.27027, -3.55918, 5.62135)
C (-0.62101, 2.38682, 0.81310)
C (-2.66599, 0.60131, -7.08634)
C (5.59221, 4.17459, 3.57214)
C (-5.12542, -6.42023, 3.05434)
C (-2.95450, 6.20522, -1.78895)
C (-7.08747, -5.02115, 3.31268)
C (-0.72214, -0.39899, -8.13415)
C (2.60950, 4.55168, -7.27758)
C (0.56466, 5.17889, -6.06473)
C (-1.21808, -3.26852, 5.09565)
C (-0.60750, 0.91184, 1.44623)
C (9.67666, 2.22237, -0.73287)
C (-10.44786, -2.74398, -0.91966)
C (0.14351, -0.18482, 0.50548)
C (11.78279, 3.28924, 0.07988)
C (-7.36005, -7.24186, 2.29830)
C (-2.27331, -1.85857, -6.90223)
C (1.99343, -4.74793, 1.09173)
C (-1.05864, 5.95386, -3.39631)
C (0.49468, 3.24680, -7.52846)
C (0.13733, -5.07136, -0.41801)
C (9.64692, 4.51166, 0.06842)
C (-8.02527, -2.72639, -0.30999)
C (2.71566, 0.14542, 4.31222)
C (5.96900, 4.39979, 1.18722)
C (-9.35309, -4.72482, 0.04375)
C (-0.79708, 5.25670, -1.08564)
C (3.84336, 3.39136, 2.03036)
C (3.94371, 0.14141, 6.44519)
B (-1.61834, -3.90570, 3.66167)
H (6.16854, 5.47086, 1.26630)
H (0.38032, -3.66385, 6.75285)
H (1.14395, 2.68051, -8.19585)
H (-0.17925, 6.60299, -3.35419)
H (-1.33312, 3.23928, 2.61873)
H (-4.86871, -6.34548, 4.11435)
H (-1.01056, -6.00719, 3.25662)
H (-10.65239, -1.86387, -0.30436)
H (-0.35924, 3.63472, -8.08894)
H (2.94675, 0.28495, 6.86518)
H (5.05559, -1.06418, 3.68576)
H (3.02324, 5.41758, -6.75780)
H (0.05787, 0.22510, -0.57339)
H (-4.84448, -7.40473, 2.67703)
H (3.23408, 4.10464, 1.46916)
H (-10.35773, -5.16745, -0.05825)
H (-10.23533, -2.43148, -1.94544)
H (-3.26261, -2.08949, -7.30580)
H (4.88179, 3.82744, 4.34069)
H (-8.13115, -1.70894, -0.68890)
H (-6.99097, -7.44340, 1.29009)
H (-8.40566, -6.94031, 2.24228)
H (9.22472, 2.49551, -1.68962)
H (10.26203, 5.32641, 0.48349)
H (-2.32181, -1.82758, -5.81099)
H (5.97361, -0.19308, 4.94478)
H (-3.53360, 0.31559, -6.49032)
H (-0.47353, -2.15880, -0.32158)
H (3.32809, 3.13152, 2.95672)
H (-2.06204, 1.32422, -6.53266)
H (1.20477, 5.98499, -5.67001)
H (-2.54333, 2.88583, 1.52125)
H (0.73210, -4.12977, 2.96503)
H (8.88414, 1.91572, -0.04603)
H (-11.32507, -3.39332, -0.91798)
H (-1.80623, 6.39100, -4.05782)
H (-3.63126, 5.63773, -2.43354)
H (-4.58052, -5.64725, 2.50569)
H (-8.17478, -4.95936, 3.14540)
H (4.37020, -0.78331, 6.84279)
H (0.77566, -4.46427, 5.11773)
H (-0.18162, -1.34322, -8.30845)
H (1.23345, -0.32712, 0.80982)
H (-3.49680, -3.99855, 4.31535)
H (-0.03117, 0.97323, 2.43679)
H (12.30539, 3.06823, -0.85457)
H (-1.29885, 5.17866, -0.10753)
H (-0.86858, -1.66576, 2.83336)
H (5.26113, 0.69649, 3.57075)
H (0.81863, -1.98282, 2.16772)
H (4.57675, 0.98701, 6.72745)
H (-1.68433, 0.63022, 1.70423)
H (10.37466, 1.39700, -0.87938)
H (12.16304, 4.22653, 0.48935)
H (-7.27890, -3.26262, -0.90096)
H (0.39748, 2.90906, 0.82733)
H (-2.99737, 1.06347, -8.01972)
H (-0.75767, 4.98169, -3.77594)
H (-7.27944, -8.14780, 2.90664)
H (0.12577, 2.59436, -6.73459)
H (-1.02861, 2.41382, -0.27024)
H (5.47244, 4.18792, 0.23951)
H (-3.22011, 6.02625, -0.74548)
H (3.17528, 3.66023, -6.99504)
H (1.84084, 0.29015, 4.96736)
H (-1.83015, -1.20339, 0.59600)
H (-3.05239, 7.27260, -2.00583)
H (-1.94273, -3.72362, 5.88363)
H (6.91657, 3.86325, 1.23249)
H (3.98972, 2.48626, 1.43589)
H (-7.69341, -2.69825, 0.73073)
H (-1.57210, -2.63702, -7.20688)
H (-1.38882, -2.12398, 5.17638)
H (2.68989, 4.70905, -8.35640)
H (0.91885, -2.64843, 5.30990)
H (11.96278, 2.48528, 0.79834)

Values from the calculation:
Charge: -1
2S+1: 1
HOMO energy: -4.73 eV

These are the Löwdin partial charges, in e, on atoms 1 to 5: I 0.8111; P 0.3168; F 0.0330; F -0.0380; O -0.0045


no.,maximum force (eV Å⁻¹),lowest unoccupied orbital energy (hartree),HOMO-LUMO gap (eV)
1,5.52,-0.00121,8.80
2,9.36,-0.16667,6.35
3,5.63,0.07072,6.66